a) 16
Properties=species:S:1:pos:R:3:lowdin_charge:R:1 method="wB97M-V/def2-TZVPD" e_homo_ha=-0.3057 lumo_energy_ev=0.701 mol_weight_g_mol=90.13 orbital_gap_ev=9.019
C -0.090 1.038 1.735 -0.10
C 0.429 -0.175 0.964 -0.28
N -0.453 -0.368 -0.208 -0.02
C -0.440 -1.478 -0.839 -0.30
N 0.665 -2.061 -1.410 0.09
H -0.762 0.866 2.575 0.07
H -0.704 1.654 1.093 0.04
H 0.736 1.648 2.097 0.07
H 0.444 -1.057 1.603 0.11
H 1.435 0.089 0.628 0.09
H -1.307 -2.132 -0.693 0.12
H 1.474 -1.473 -1.529 0.09
H 0.995 -2.972 -1.110 0.09
O -1.014 2.416 -1.719 -0.07
H -0.824 2.151 -0.819 -0.02
H -0.585 1.854 -2.369 0.03



b) 16
Properties=species:S:1:pos:R:3:lowdin_charge:R:1 method="wB97M-V/def2-TZVPD" smiles="C=CN.NCO" e_homo_ha=-0.3127 lumo_energy_ev=0.952 mol_weight_g_mol=90.13 orbital_gap_ev=9.460
C 1.064 2.019 0.261 -0.02
C 0.934 1.164 -0.738 -0.36
N 0.156 1.267 -1.902 -0.01
H 1.523 1.759 1.253 0.07
H 0.534 3.020 0.124 0.08
H 1.449 0.199 -0.686 0.09
H 0.564 1.756 -2.684 0.07
H -0.849 1.444 -1.748 0.08
N -1.352 -0.926 -0.068 0.03
C -0.640 -1.065 1.174 -0.37
O 0.079 -2.255 1.357 -0.03
H -1.205 -1.592 -0.809 0.07
H -1.615 -0.080 -0.484 0.03
H -1.355 -0.692 1.898 0.11
H 0.182 -0.258 1.357 0.10
H 0.369 -2.616 0.530 0.07



c) 16
Properties=species:S:1:pos:R:3:lowdin_charge:R:1 method="wB97M-V/def2-TZVPD" smiles="NC=O.CCN" e_homo_ha=-0.3438 lumo_energy_ev=0.885 mol_weight_g_mol=90.13 orbital_gap_ev=10.239
N 1.767 -0.848 0.734 0.11
C 1.403 -1.593 1.811 -0.41
O 0.412 -2.298 1.767 0.00
H 1.281 -0.919 -0.145 0.08
H 2.650 -0.383 0.561 0.10
H 1.955 -1.516 2.741 0.12
C -0.614 2.021 -0.345 -0.13
C -1.158 0.855 -1.148 -0.35
N -1.665 1.261 -2.450 -0.02
H -1.359 2.810 -0.161 0.07
H -0.322 1.798 0.695 0.07
H 0.252 2.565 -0.742 0.07
H -0.399 0.108 -1.317 0.07
H -1.809 0.295 -0.463 0.11
H -2.619 1.075 -2.749 0.06
H -1.766 2.275 -2.475 0.05



It is b) that is the least stable of them.



a) 16
Properties=species:S:1:pos:R:3:lowdin_charge:R:1 method="wB97M-V/def2-TZVPD" smiles=NCNCCO e_homo_ha=-0.3210 lumo_energy_ev=0.918 mol_weight_g_mol=90.13 orbital_gap_ev=9.652
N 0.274 3.032 0.098 -0.01
C 0.250 1.607 -0.441 -0.28
N -0.274 0.434 0.413 -0.09
C -0.513 -0.980 0.124 -0.25
C 0.588 -1.972 0.455 -0.26
O 0.651 -3.078 -0.408 -0.04
H -0.334 2.944 0.939 0.06
H -0.205 3.599 -0.569 0.04
H 1.275 1.569 -0.651 0.06
H -0.209 1.605 -1.531 0.13
H -1.204 0.832 0.894 0.15
H -0.748 -1.011 -0.962 0.12
H -1.436 -1.377 0.517 0.11
H 0.513 -2.319 1.490 0.12
H 1.542 -1.445 0.172 0.13
H -0.169 -3.439 -0.541 0.03



b) 16
Properties=species:S:1:pos:R:3:lowdin_charge:R:1 method="wB97M-V/def2-TZVPD" smiles="C=NC.NCO" e_homo_ha=-0.3511 lumo_energy_ev=0.663 mol_weight_g_mol=90.13 orbital_gap_ev=10.217
C -0.410 1.917 0.851 -0.06
N 0.293 1.082 1.505 -0.10
C -0.437 0.089 2.286 -0.13
H -1.472 2.137 1.002 0.08
H 0.109 2.323 -0.004 0.07
H -1.285 0.555 2.783 0.08
H -0.825 -0.708 1.658 0.08
H 0.251 -0.432 2.953 0.08
N 0.091 -1.426 -2.581 0.00
C 0.793 -0.526 -1.720 -0.34
O 0.825 -0.934 -0.325 -0.11
H -0.904 -1.428 -2.354 0.07
H 0.370 -2.397 -2.426 0.07
H 0.321 0.466 -1.816 0.11
H 1.863 -0.539 -1.963 0.11
H 0.418 -0.178 0.151 0.00



c) 16
Properties=species:S:1:pos:R:3:lowdin_charge:R:1 method="wB97M-V/def2-TZVPD" smiles=CCN(O)CN e_homo_ha=-0.3258 lumo_energy_ev=0.960 mol_weight_g_mol=90.13 orbital_gap_ev=9.824
C -1.914 -0.458 0.490 -0.10
C -1.083 -0.151 -0.746 -0.20
N 0.319 0.533 -0.485 -0.20
O 0.191 1.584 0.466 -0.06
C 1.095 -0.519 0.103 -0.27
N 2.563 -0.067 0.101 0.00
H -1.995 0.425 1.120 0.07
H -2.920 -0.753 0.197 0.07
H -1.477 -1.268 1.071 0.06
H -0.947 -1.039 -1.365 0.10
H -1.588 0.588 -1.372 0.10
H 0.197 2.394 -0.059 0.10
H 1.073 -1.398 -0.539 0.12
H 0.855 -0.728 1.150 0.12
H 2.905 0.122 -0.836 0.05
H 2.724 0.735 0.704 0.05



It is a) that is the least stable of them.



a) 13
Properties=species:S:1:pos:R:3:lowdin_charge:R:1 method="wB97M-V/def2-TZVPD" e_homo_ha=-0.3435 lumo_energy_ev=0.100 mol_weight_g_mol=72.11 orbital_gap_ev=9.446
O -2.287 0.171 -0.802 -0.05
C -1.705 0.881 0.011 -0.41
C -0.273 0.928 0.112 -0.07
C 0.561 -0.057 -0.694 -0.27
C 1.295 -1.007 0.246 -0.12
H -2.316 1.540 0.653 0.12
H -0.901 -0.325 0.990 0.27
H 0.211 1.714 0.675 0.11
H 1.208 0.550 -1.345 0.11
H -0.172 -0.548 -1.348 0.11
H 1.836 -1.806 -0.270 0.07
H 1.997 -0.504 0.914 0.08
H 0.546 -1.538 0.857 0.06



b) 13
Properties=species:S:1:pos:R:3:lowdin_charge:R:1 method="wB97M-V/def2-TZVPD" smiles=CC1(O)CC1 e_homo_ha=-0.3579 lumo_energy_ev=1.025 mol_weight_g_mol=72.11 orbital_gap_ev=10.763
C 0.094 0.760 1.254 -0.02
C 0.291 -0.156 0.068 -0.59
O 1.381 -1.031 0.192 0.00
C 0.074 0.346 -1.320 -0.08
C -0.898 -0.643 -0.715 -0.08
H -0.739 1.452 1.091 0.08
H 0.999 1.349 1.440 0.09
H -0.128 0.185 2.163 0.08
H 1.175 -1.660 0.896 0.10
H -0.247 1.376 -1.455 0.10
H 0.750 -0.025 -2.084 0.11
H -1.889 -0.292 -0.439 0.10
H -0.865 -1.661 -1.092 0.10



It is a) that is the least stable of them.



a) 11
Properties=species:S:1:pos:R:3:lowdin_charge:R:1 method="wB97M-V/def2-TZVPD" smiles="C=C1N=CCO1" e_homo_ha=-0.3225 lumo_energy_ev=0.854 mol_weight_g_mol=83.09 orbital_gap_ev=9.629
C 2.021 0.421 -0.218 0.08
C 0.705 0.264 -0.278 -0.44
N -0.267 1.239 0.063 0.13
C -1.344 0.590 0.266 -0.10
C -1.155 -0.895 0.081 -0.15
O 0.105 -0.939 -0.563 -0.03
H 2.440 1.385 0.036 0.06
H 2.673 -0.427 -0.385 0.06
H -2.261 1.069 0.598 0.12
H -1.079 -1.380 1.066 0.13
H -1.910 -1.411 -0.516 0.12



b) 11
Properties=species:S:1:pos:R:3:lowdin_charge:R:1 method="wB97M-V/def2-TZVPD" smiles="[H]/N=c1/cc1CO" e_homo_ha=-0.3205 lumo_energy_ev=0.593 mol_weight_g_mol=83.09 orbital_gap_ev=9.314
H 2.937 1.515 0.274 0.02
N 2.997 0.527 0.103 0.08
C 1.913 -0.062 -0.186 -0.36
C 1.234 -1.402 -0.310 0.09
C 0.498 -0.295 -0.376 -0.02
C -1.115 0.436 -0.393 -0.20
O -2.070 -0.464 -0.048 -0.05
H 1.350 -2.517 -0.407 0.11
H -1.327 0.844 -1.423 0.12
H -1.037 1.228 0.346 0.10
H -1.902 -0.435 0.903 0.10



It is b) that is the least stable of them.



a) 9
Properties=species:S:1:pos:R:3:lowdin_charge:R:1 method="wB97M-V/def2-TZVPD" smiles="O=C1NOCO1" e_homo_ha=-0.3656 lumo_energy_ev=0.742 mol_weight_g_mol=89.05 orbital_gap_ev=10.690
O -2.292 -0.040 -0.162 0.18
C -1.153 -0.025 0.014 -0.55
N -0.193 1.173 0.276 0.11
O 0.935 0.586 -0.382 -0.09
C 0.933 -0.679 0.060 -0.20
O -0.444 -1.118 -0.016 0.10
H -0.479 2.090 -0.238 0.18
H 1.424 -1.306 -0.631 0.14
H 1.268 -0.681 1.080 0.14



b) 9
Properties=species:S:1:pos:R:3:lowdin_charge:R:1 method="wB97M-V/def2-TZVPD" smiles="C=C=O.O=NO" e_homo_ha=-0.3641 lumo_energy_ev=0.344 mol_weight_g_mol=89.05 orbital_gap_ev=10.252
C 0.999 1.710 -1.364 0.02
C 0.315 1.272 -0.376 -0.25
O -0.045 0.629 0.539 0.12
H 1.192 2.729 -1.592 0.06
H 1.225 0.953 -2.100 0.08
O -1.864 -2.787 0.633 0.01
N -1.309 -1.723 0.671 -0.07
O -0.495 -1.782 1.784 0.01
H -0.019 -1.002 1.805 0.01



c) 9
Properties=species:S:1:pos:R:3:lowdin_charge:R:1 method="wB97M-V/def2-TZVPD" smiles="O=CC(=O)NO" e_homo_ha=-0.3741 lumo_energy_ev=-0.351 mol_weight_g_mol=89.05 orbital_gap_ev=9.828
O 1.065 -1.673 -0.022 0.06
C 1.350 -0.493 -0.039 -0.13
C 0.294 0.645 -0.064 -0.37
O 0.996 1.674 0.056 0.02
N -1.103 0.595 -0.117 0.04
O -1.900 -0.653 -0.022 -0.05
H 2.361 -0.241 -0.245 0.12
H -1.839 1.367 -0.013 0.19
H -1.223 -1.221 0.466 0.11



d) 9
Properties=species:S:1:pos:R:3:lowdin_charge:R:1 method="wB97M-V/def2-TZVPD" smiles="C=CO[N+](=O)[O-]" e_homo_ha=-0.3693 lumo_energy_ev=0.503 mol_weight_g_mol=89.05 orbital_gap_ev=10.553
C 0.465 0.447 -0.062 0.06
C -0.750 -0.159 -0.196 -0.10
O -1.938 0.554 0.227 0.00
N -3.227 -0.036 0.048 -0.46
O -3.297 -1.213 0.141 0.13
O -4.001 0.752 -0.192 0.20
H 1.343 0.005 -0.272 0.01
H 0.646 1.315 0.536 0.06
H -0.851 -1.030 -0.789 0.10



It is d) that is the least stable of them.



a) 9
Properties=species:S:1:pos:R:3:lowdin_charge:R:1 method="wB97M-V/def2-TZVPD" smiles="O=CNOC=O" e_homo_ha=-0.3824 lumo_energy_ev=0.743 mol_weight_g_mol=89.05 orbital_gap_ev=11.148
O -2.715 -0.622 -0.073 0.04
C -1.760 0.135 -0.102 -0.29
N -0.462 -0.169 0.304 0.08
O 0.583 0.734 -0.052 0.01
C 1.723 0.095 -0.029 -0.36
O 1.875 -1.090 -0.159 0.08
H -1.815 1.160 -0.486 0.14
H 0.010 -1.072 0.420 0.14
H 2.560 0.830 0.178 0.17



b) 9
Properties=species:S:1:pos:R:3:lowdin_charge:R:1 method="wB97M-V/def2-TZVPD" smiles="NC(=O)C(=O)O" e_homo_ha=-0.3980 lumo_energy_ev=-0.566 mol_weight_g_mol=89.05 orbital_gap_ev=10.265
N -1.603 -0.727 0.187 0.09
C -0.625 0.344 0.305 -0.37
O -0.890 1.541 0.667 0.06
C 0.753 -0.052 -0.096 -0.33
O 1.879 0.153 0.451 0.10
O 0.637 -0.958 -1.189 0.05
H -2.564 -0.288 0.245 0.11
H -1.571 -1.175 -0.891 0.18
H 1.581 -1.080 -1.347 0.11



It is a) that is the least stable of them.



a) 9
Properties=species:S:1:pos:R:3:lowdin_charge:R:1 method="wB97M-V/def2-TZVPD" multiplicity=3 e_homo_ha="-0.3282 / -0.3593" lumo_energy_ev="-0.330 / -1.647" mol_weight_g_mol=118.12 orbital_gap_ev="8.599 / 8.130"
C 0.004 -2.187 -1.487 -0.20
C 0.897 -1.061 -0.937 0.07
N -0.407 2.530 2.226 -0.48
N 0.410 0.074 -0.999 -0.18
O -0.258 -1.882 -2.647 0.02
O 0.269 1.132 -0.810 0.18
S -1.219 2.405 3.672 0.51
H -0.176 -3.107 -0.971 0.10
H 0.480 2.094 1.954 -0.02



b) 9
Properties=species:S:1:pos:R:3:lowdin_charge:R:1 method="wB97M-V/def2-TZVPD" multiplicity=3 e_homo_ha="-0.3053 / -0.3501" lumo_energy_ev="-1.182 / -1.908" mol_weight_g_mol=118.12 orbital_gap_ev="7.126 / 7.618"
C 0.912 1.624 -1.170 -0.29
C -0.254 -0.920 0.572 -0.69
N -0.041 -1.436 1.715 0.13
N -1.184 0.224 0.789 0.03
O -1.596 0.768 -0.200 -0.14
O 0.136 -1.112 -0.604 -0.20
S 0.079 0.573 -1.818 1.11
H 1.390 2.515 -0.878 0.01
H 0.558 -2.237 1.593 0.04



It is a) that is the least stable of them.



a) 15
Properties=species:S:1:pos:R:3:lowdin_charge:R:1 method="wB97M-V/def2-TZVPD" smiles="NC(=O)NCCS" e_homo_ha=-0.3434 lumo_energy_ev=0.613 mol_weight_g_mol=120.18 orbital_gap_ev=9.958
N -1.228 0.921 -1.755 0.13
C 0.086 0.422 -1.938 -0.60
O 0.837 0.586 -2.871 0.06
N 0.421 -0.551 -0.979 0.04
C -0.172 -0.750 0.349 -0.27
C 0.564 -0.012 1.516 -0.61
S -0.109 -0.332 3.096 0.73
H -1.319 1.701 -2.411 0.10
H -1.344 1.379 -0.858 0.08
H 1.437 -0.508 -1.032 0.13
H -1.192 -0.378 0.256 0.09
H -0.344 -1.823 0.455 0.11
H 1.634 -0.178 1.386 0.08
H 0.242 1.015 1.361 0.06
H 0.487 -1.492 3.426 -0.13



b) 15
Properties=species:S:1:pos:R:3:lowdin_charge:R:1 method="wB97M-V/def2-TZVPD" smiles="NC(=O)[C@@H](N)CS" e_homo_ha=-0.3424 lumo_energy_ev=0.723 mol_weight_g_mol=120.18 orbital_gap_ev=10.040
N 0.332 1.960 1.289 0.17
C -0.426 1.323 0.364 -0.52
O -1.542 1.676 0.041 0.06
C 0.273 0.117 -0.262 -0.39
N 0.948 -0.653 0.796 0.03
C -0.733 -0.673 -1.103 -0.53
S -0.006 -2.041 -2.048 0.72
H 1.188 1.518 1.585 0.09
H 0.015 2.773 1.786 0.11
H 1.060 0.447 -0.946 0.14
H 0.243 -0.930 1.479 0.09
H 1.253 -1.540 0.398 0.05
H -1.166 -0.005 -1.840 0.07
H -1.552 -1.061 -0.503 0.08
H 0.114 -2.911 -1.036 -0.16



c) 15
Properties=species:S:1:pos:R:3:lowdin_charge:R:1 method="wB97M-V/def2-TZVPD" smiles="CO/N=C(/C)NS" e_homo_ha=-0.3162 lumo_energy_ev=0.791 mol_weight_g_mol=120.18 orbital_gap_ev=9.396
C 1.886 -1.246 2.337 -0.10
O 1.343 -0.601 1.200 -0.22
N -0.051 -0.570 1.318 0.07
C -0.566 -0.032 0.284 -0.46
C -2.067 0.080 0.248 -0.05
N 0.189 0.451 -0.775 -0.37
S -0.418 0.894 -2.271 0.79
H 2.965 -1.288 2.200 0.08
H 1.588 -0.765 3.287 0.09
H 1.521 -2.260 2.361 0.07
H -2.449 -0.415 -0.618 0.05
H -2.378 1.110 0.126 0.07
H -2.437 -0.352 1.178 0.08
H 1.143 0.295 -0.706 0.05
H -0.485 2.205 -2.112 -0.16



It is c) that is the least stable of them.